Entry 1:
47
Properties=species:S:1:pos:R:3:lowdin_charge:R:1 method="wB97M-V/def2-TZVPD" orbital_gap_ev="3.93 / 3.79" charge=+2
C -6.14464 2.05377 -0.05542 0.0100
C -6.00429 0.59370 -0.44300 0.1005
H -7.19404 2.37770 -0.06819 0.1182
H -5.59734 2.65756 -0.78837 0.0945
H -5.76705 2.18073 0.96602 0.0917
O -5.21251 -0.27208 -0.59805 0.2672
I -2.59966 3.18884 0.64702 0.1552
Lu -1.04475 1.00042 0.13683 0.6748
P -0.52398 -0.34039 2.53625 0.6336
C -0.03152 -2.09771 2.65905 -0.2613
C 0.64166 0.51647 3.65212 -0.2731
H 0.44636 0.20659 4.70787 0.0723
H -1.79382 -0.41144 4.58987 0.0575
H 0.48911 1.59923 3.56012 0.0390
H -2.54933 0.69793 3.36149 0.0357
H 0.87980 -2.28685 2.05831 0.0217
H 1.67744 0.29199 3.37813 0.0240
C -2.05231 -0.28391 3.53080 -0.2850
H 0.13468 -2.39900 3.70526 0.0694
H -2.70641 -1.07980 3.18229 0.0384
H -0.84930 -2.69229 2.23068 0.0462
P -0.04861 0.98618 -2.47411 0.6360
C 0.50798 -0.49193 -3.39426 -0.2610
C -1.37673 1.63803 -3.54031 -0.2844
H 1.06763 3.10895 -2.17220 0.0344
H 1.28144 2.49523 -3.85747 0.0733
H 2.24431 1.81492 -2.47957 0.0265
C 1.27002 2.21408 -2.77462 -0.2733
H -1.92210 2.43631 -2.98838 0.0400
H -0.92279 2.03743 -4.45603 0.0576
H 0.84593 -0.22985 -4.40878 0.0693
H -0.34859 -1.17671 -3.45427 0.0466
H -2.06261 0.82197 -3.75810 0.0391
H 1.31769 -1.00721 -2.84120 0.0253
Cl 0.21047 3.27374 0.83852 -0.3468
S 1.85581 0.47297 0.32031 0.4906
C 2.93855 -0.87449 0.09189 -0.7454
N 3.34439 -1.71558 1.06467 0.0317
C 4.02788 -2.86814 0.49834 -0.1238
C 4.15164 -2.52637 -0.97519 -0.1185
N 3.52277 -1.21470 -1.06284 0.0323
H 3.24853 -1.48648 2.04262 0.1443
H 3.38312 -3.75847 0.58198 0.1270
H 4.97861 -3.08636 1.01083 0.1375
H 3.55043 -3.26050 -1.53339 0.1275
H 5.16702 -2.53188 -1.37588 0.1332
H 3.56912 -0.57260 -1.85163 0.1503

Entry 2:
12
Properties=species:S:1:pos:R:3:lowdin_charge:R:1 method="wB97M-V/def2-TZVPD" relative_energy_kj_mol=474.6 orbital_gap_ev="8.56 / 6.79"
C -1.76664 0.96777 -0.36737 -0.0621
C -0.94560 -0.11526 0.21724 -0.2126
O -0.42904 -1.03695 -0.53799 -0.0336
C 0.78484 -1.48553 -0.09565 -0.1384
C 1.77307 -0.56217 0.25525 -0.1609
C 2.67502 0.21545 0.50886 0.1139
H -1.71048 0.95866 -1.45784 0.0829
H -1.37584 1.92981 -0.00961 0.0809
H -2.81618 0.91203 -0.05202 0.0767
H -0.66940 -0.14876 1.26543 0.1238
H 0.97838 -2.51863 -0.33343 0.1077
H 3.50187 0.88358 0.60712 0.0216

Entry 3:
21
Properties=species:S:1:pos:R:3:lowdin_charge:R:1 method="wB97M-V/def2-TZVPD" smiles=CNCC[C@@H](C)N relative_energy_kj_mol=114.1 orbital_gap_ev=10.16
C 0.96180 1.34728 1.17273 -0.0678
C 1.52818 0.19456 0.31671 -0.4603
C 0.53526 -0.84237 -0.22058 -0.1709
C -0.64770 -0.24728 -1.04635 -0.2623
C -3.03279 0.18573 -0.97767 -0.1335
N -1.85888 -0.31372 -0.24230 -0.1200
N 2.64567 -0.47359 1.07603 0.0251
H 1.79144 1.86358 1.64579 0.0696
H 0.42454 2.05878 0.53023 0.0689
H 0.19466 0.95212 1.84385 0.0706
H 1.97478 0.62695 -0.57873 0.1194
H 0.09826 -1.34132 0.64448 0.1132
H 1.11133 -1.47053 -0.91569 0.1129
H -0.85589 -0.92782 -1.88287 0.1121
H -0.24353 0.68719 -1.47701 0.1156
H -3.75143 -0.63949 -1.08901 0.0696
H -2.79428 0.56323 -1.98086 0.0741
H -3.62088 0.94459 -0.45992 0.0700
H -1.73596 0.28105 0.56937 0.0855
H 3.50928 -0.30639 0.58313 0.0573
H 2.42783 -1.46084 0.96238 0.0511

Entry 4:
21
Properties=species:S:1:pos:R:3:lowdin_charge:R:1 method="wB97M-V/def2-TZVPD" relative_energy_kj_mol=395.4 orbital_gap_ev=9.15
C -1.40233 -1.77226 1.22859 -0.3897
C -1.12244 0.22857 -0.87554 -0.2539
C -0.48707 1.39259 0.00244 -0.1955
C 1.04824 1.51442 -0.20114 -0.3126
C 1.56752 0.37411 0.80568 -0.3975
H -2.58404 -2.23941 1.26761 0.1329
H -0.60864 -2.68098 1.80131 0.1518
H -1.46944 -0.61000 1.69374 0.0879
H -2.20025 0.08731 -0.97372 0.0885
H -0.51684 0.22528 -1.78023 0.0557
H -0.90861 2.22983 -0.58693 0.1100
H -0.87425 1.36180 1.11554 0.1410
H 1.15448 2.50920 0.18943 0.1324
H 1.69434 0.32822 -1.75009 0.0592
H 1.09694 1.80611 -2.31319 0.1466
H 2.30779 -1.34627 0.98623 0.1715
N 1.64742 1.29827 -1.49913 0.0385
O -1.22554 -2.66528 -1.01361 -0.5755
O 2.48464 -0.59275 0.27130 -0.0054
O 0.98065 0.05811 1.83936 0.0154
S -0.58255 -1.50686 -0.20767 0.7988

Entry 5:
56
Properties=species:S:1:pos:R:3:lowdin_spin:R:1 method="wB97M-V/def2-TZVPD" relative_energy_kj_mol=78.0 orbital_gap_ev="5.17 / 5.17" charge=-1 s_squared=0.76 multiplicity=2
Sr 0.48739 -0.12620 -0.30051 -0.0005
S 4.03960 -0.38799 -0.56257 -0.0182
O 4.30509 -1.79634 -0.35781 0.5255
O 2.73679 0.04689 -0.78927 0.0033
O 4.38992 -0.16537 0.84248 0.4437
O 5.07117 -0.00088 -1.50951 0.0478
O 0.96844 -4.09275 1.83928 -0.0001
C 1.94004 -3.12232 1.55856 -0.0004
O 3.16084 -3.18150 1.89978 0.0001
O 1.64239 -2.05011 1.13077 -0.0010
H 0.15080 -3.73142 1.48926 0.0000
C -2.81846 -2.02664 2.45547 0.0000
F -1.82049 -2.50420 3.25206 0.0000
F -3.83177 -2.90407 2.47884 0.0000
F -3.25509 -0.83372 2.92821 0.0000
S -2.28838 -2.01868 0.56102 0.0000
O -1.06813 -2.81090 0.63821 0.0000
O -3.25304 -2.57604 -0.38577 0.0000
N -1.81757 -0.35194 0.32491 0.0000
S -3.19179 0.49856 0.12193 0.0000
O -3.28673 0.95801 -1.27486 0.0000
O -4.43618 0.02424 0.71258 0.0000
C -2.68478 1.96552 1.11738 0.0000
F -1.54721 2.53220 0.65730 0.0000
F -3.56003 2.93247 1.08281 0.0000
F -2.61189 1.63879 2.40839 0.0000
C -0.54826 -4.46458 -2.54932 0.0000
S -0.26050 -2.62967 -2.90517 0.0000
O 0.53166 -2.06845 -1.73800 -0.0001
C 0.78612 -2.82002 -4.42852 0.0000
H -0.78083 -4.87573 -3.53166 0.0000
H -1.41024 -4.73390 -1.93894 0.0000
H 0.29208 -5.04635 -2.17056 0.0000
H 1.71923 -3.19612 -4.00904 0.0000
H 0.70401 -1.82577 -4.86765 0.0000
H 0.39840 -3.61372 -5.06711 0.0000
C -0.14571 0.88061 3.89523 0.0000
S 1.28393 1.65028 2.79996 0.0002
O 1.14292 1.48870 1.25595 0.0000
C 0.82550 3.41837 3.17315 0.0000
H 0.00284 0.07397 4.61312 0.0000
H -0.94110 0.51590 3.24528 0.0000
H -0.50710 1.69992 4.51671 0.0000
H 0.71028 3.78266 4.19400 0.0000
H -0.04845 3.81524 2.65662 0.0000
H 1.71290 3.90334 2.76644 0.0000
C 1.74029 3.79555 -1.23227 0.0000
S 0.93835 2.88158 -2.61249 -0.0001
O 0.11051 1.75571 -1.95901 -0.0001
C -0.15255 4.26287 -3.25655 0.0000
H 2.14214 3.18003 -0.42744 0.0000
H 0.93048 4.30423 -0.70923 0.0000
H 2.42228 4.54710 -1.62997 0.0000
H -0.31258 3.84145 -4.24897 0.0000
H 0.33553 5.20175 -3.51804 0.0000
H -1.04305 4.35947 -2.63546 0.0000

In the order shown, the computed calculated total energy values come out to -100515.7098, -7324.3655, -8391.4361, -23826.9543, -121945.7310 eV.